Computed, not measured: a 8-piece molecular cluster, C8H32O8 overall at a distorted geometry, with ωB97M-V/def2-TZVPD.

## Properties
E_LUMO = 0.020 Ha
orbital gap = 10.328 eV
spin multiplicity = 1
strongest force on any atom = 2.8 eV Å⁻¹
DFT total energy = -925.756884 Eh
energy above the lowest of the compared OMol25 structures with the same formula, charge and spin = 3.671 eV
structure (SMILES) = CO.CO.CO.CO.CO.CO.CO.CO
charge = 0

```
48
Properties=species:S:1:pos:R:3:forces:R:3
O 2.010 0.341 -1.134 0.352 0.780 -1.571
O -3.689 2.181 -0.126 -0.927 0.777 -0.413
O -1.204 1.068 0.259 0.135 -0.221 0.449
O 2.880 2.370 0.551 -0.176 -0.839 -0.974
O 3.342 0.099 2.243 0.480 0.007 -0.451
O -2.362 -1.579 0.796 0.350 -0.808 0.112
O -1.483 -3.365 -1.559 -0.720 -0.218 0.218
O 0.613 -1.508 0.548 -0.146 0.447 -0.057
C -3.638 -1.178 0.236 0.024 -0.878 2.685
C 1.853 0.087 -2.565 0.650 -0.547 1.534
C -0.536 -2.821 -2.445 -0.187 1.098 0.674
C 4.247 -0.661 1.443 -0.510 -0.381 -0.263
C 1.791 3.239 0.752 1.217 2.520 -0.297
C -3.638 2.106 -1.534 0.952 -1.155 0.618
C -0.960 1.162 1.666 0.131 1.657 0.935
C 0.978 -1.844 1.903 -1.752 0.563 0.138
H 1.437 -0.189 -0.586 -0.455 -0.998 0.444
H 2.365 -0.853 -2.852 -0.009 0.548 0.121
H 1.763 -2.572 1.906 0.332 -0.437 -0.229
H 0.799 2.971 0.367 0.330 -0.438 0.268
H -4.077 -0.437 0.953 0.159 -0.276 -1.295
H -2.839 1.982 0.221 1.331 -0.411 0.308
H -2.564 -2.461 1.169 0.760 0.831 -0.119
H 2.308 0.955 -3.019 0.057 -0.012 -0.480
H -4.634 2.161 -1.795 -2.127 0.118 -1.050
H -4.155 -2.125 0.340 -1.209 0.302 -0.627
H 3.776 -1.143 0.541 0.264 0.675 0.700
H 2.026 4.267 0.297 -0.371 -1.269 0.215
H -0.314 -1.175 0.504 0.704 -0.432 0.399
H -3.098 2.847 -2.091 0.519 0.959 0.231
H 1.295 -0.991 2.498 0.204 0.183 -0.324
H 5.178 -0.151 1.148 -0.451 0.239 0.050
H 4.527 -1.440 2.116 0.468 -0.867 0.225
H 0.124 1.262 1.910 -0.731 -0.108 -0.318
H -0.879 -1.795 -2.802 0.682 -1.049 0.336
H 1.827 3.471 1.819 -0.711 -0.312 0.024
H -1.326 0.267 2.149 -0.225 -0.157 -0.026
H -3.243 1.152 -1.895 0.005 -0.219 0.160
H -0.497 1.536 -0.184 0.241 0.098 -0.270
H -1.498 2.084 2.113 0.759 -1.396 -0.651
H 2.806 1.867 -0.300 -0.278 0.362 0.862
H 0.824 -0.025 -2.859 -0.522 0.220 -0.020
H -3.524 -0.915 -0.782 -0.058 0.704 -0.805
H -0.578 -3.500 -3.268 0.707 -0.213 -0.765
H -1.731 -2.670 -0.955 -0.090 0.224 0.613
H 3.192 0.935 1.794 -0.158 0.452 -0.273
H 0.435 -2.783 -1.893 -0.370 0.189 -0.974
H 0.075 -2.229 2.402 0.367 -0.311 -0.066
```
Forces are in eV/Å.

***

Computed, not measured: the molecule C5H10O at a distorted geometry, with ωB97M-V/def2-TZVPD.

## Properties
E_LUMO = 0.041 Ha
orbital gap = 11.061 eV
spin multiplicity = 1
strongest force on any atom = 2.2 eV Å⁻¹
DFT total energy = -271.658100 Eh
energy above the lowest of the compared OMol25 structures with the same formula, charge and spin = 2.572 eV
structure (SMILES) = CC(C)[C@H]1CO1
charge = 0

```
16
Properties=species:S:1:pos:R:3:forces:R:3
O -2.402 -0.657 -0.523 1.594 1.501 -0.403
C -2.103 -1.095 0.753 1.396 0.389 0.354
C 1.523 -0.272 0.563 -0.224 -0.040 0.014
C -0.915 -0.544 -0.045 -0.810 -0.341 -0.367
C 0.686 1.348 -1.143 -0.310 -0.168 0.014
C 0.274 0.565 0.135 -0.443 -0.207 0.053
H 1.473 -0.616 1.602 -0.145 0.015 -0.163
H -2.597 -0.474 1.511 0.562 -0.072 0.098
H 2.446 0.320 0.463 -0.413 0.011 0.052
H 0.121 1.306 0.932 -0.467 -0.303 -0.179
H 0.946 0.672 -1.968 -0.170 0.004 0.147
H 1.588 1.960 -0.962 -0.395 -0.320 0.193
H 1.665 -1.155 -0.074 -0.156 0.167 0.069
H -0.439 -1.224 -0.739 -0.055 -0.742 0.441
H -2.179 -2.167 0.988 0.096 0.276 -0.359
H -0.089 2.033 -1.492 -0.059 -0.171 0.035
```
Forces are in eV/Å.

***

Copy entry 1 word for word.
Computed, not measured: a 8-piece molecular cluster, C8H32O8 overall at a distorted geometry, with ωB97M-V/def2-TZVPD.

## Properties
E_LUMO = 0.020 Ha
orbital gap = 10.328 eV
spin multiplicity = 1
strongest force on any atom = 2.8 eV Å⁻¹
DFT total energy = -925.756884 Eh
energy above the lowest of the compared OMol25 structures with the same formula, charge and spin = 3.671 eV
structure (SMILES) = CO.CO.CO.CO.CO.CO.CO.CO
charge = 0

```
48
Properties=species:S:1:pos:R:3:forces:R:3
O 2.010 0.341 -1.134 0.352 0.780 -1.571
O -3.689 2.181 -0.126 -0.927 0.777 -0.413
O -1.204 1.068 0.259 0.135 -0.221 0.449
O 2.880 2.370 0.551 -0.176 -0.839 -0.974
O 3.342 0.099 2.243 0.480 0.007 -0.451
O -2.362 -1.579 0.796 0.350 -0.808 0.112
O -1.483 -3.365 -1.559 -0.720 -0.218 0.218
O 0.613 -1.508 0.548 -0.146 0.447 -0.057
C -3.638 -1.178 0.236 0.024 -0.878 2.685
C 1.853 0.087 -2.565 0.650 -0.547 1.534
C -0.536 -2.821 -2.445 -0.187 1.098 0.674
C 4.247 -0.661 1.443 -0.510 -0.381 -0.263
C 1.791 3.239 0.752 1.217 2.520 -0.297
C -3.638 2.106 -1.534 0.952 -1.155 0.618
C -0.960 1.162 1.666 0.131 1.657 0.935
C 0.978 -1.844 1.903 -1.752 0.563 0.138
H 1.437 -0.189 -0.586 -0.455 -0.998 0.444
H 2.365 -0.853 -2.852 -0.009 0.548 0.121
H 1.763 -2.572 1.906 0.332 -0.437 -0.229
H 0.799 2.971 0.367 0.330 -0.438 0.268
H -4.077 -0.437 0.953 0.159 -0.276 -1.295
H -2.839 1.982 0.221 1.331 -0.411 0.308
H -2.564 -2.461 1.169 0.760 0.831 -0.119
H 2.308 0.955 -3.019 0.057 -0.012 -0.480
H -4.634 2.161 -1.795 -2.127 0.118 -1.050
H -4.155 -2.125 0.340 -1.209 0.302 -0.627
H 3.776 -1.143 0.541 0.264 0.675 0.700
H 2.026 4.267 0.297 -0.371 -1.269 0.215
H -0.314 -1.175 0.504 0.704 -0.432 0.399
H -3.098 2.847 -2.091 0.519 0.959 0.231
H 1.295 -0.991 2.498 0.204 0.183 -0.324
H 5.178 -0.151 1.148 -0.451 0.239 0.050
H 4.527 -1.440 2.116 0.468 -0.867 0.225
H 0.124 1.262 1.910 -0.731 -0.108 -0.318
H -0.879 -1.795 -2.802 0.682 -1.049 0.336
H 1.827 3.471 1.819 -0.711 -0.312 0.024
H -1.326 0.267 2.149 -0.225 -0.157 -0.026
H -3.243 1.152 -1.895 0.005 -0.219 0.160
H -0.497 1.536 -0.184 0.241 0.098 -0.270
H -1.498 2.084 2.113 0.759 -1.396 -0.651
H 2.806 1.867 -0.300 -0.278 0.362 0.862
H 0.824 -0.025 -2.859 -0.522 0.220 -0.020
H -3.524 -0.915 -0.782 -0.058 0.704 -0.805
H -0.578 -3.500 -3.268 0.707 -0.213 -0.765
H -1.731 -2.670 -0.955 -0.090 0.224 0.613
H 3.192 0.935 1.794 -0.158 0.452 -0.273
H 0.435 -2.783 -1.893 -0.370 0.189 -0.974
H 0.075 -2.229 2.402 0.367 -0.311 -0.066
```
Forces are in eV/Å.

***

Copy entry 1 word for word.
Computed, not measured: a 8-piece molecular cluster, C8H32O8 overall at a distorted geometry, with ωB97M-V/def2-TZVPD.

## Properties
E_LUMO = 0.020 Ha
orbital gap = 10.328 eV
spin multiplicity = 1
strongest force on any atom = 2.8 eV Å⁻¹
DFT total energy = -925.756884 Eh
energy above the lowest of the compared OMol25 structures with the same formula, charge and spin = 3.671 eV
structure (SMILES) = CO.CO.CO.CO.CO.CO.CO.CO
charge = 0

```
48
Properties=species:S:1:pos:R:3:forces:R:3
O 2.010 0.341 -1.134 0.352 0.780 -1.571
O -3.689 2.181 -0.126 -0.927 0.777 -0.413
O -1.204 1.068 0.259 0.135 -0.221 0.449
O 2.880 2.370 0.551 -0.176 -0.839 -0.974
O 3.342 0.099 2.243 0.480 0.007 -0.451
O -2.362 -1.579 0.796 0.350 -0.808 0.112
O -1.483 -3.365 -1.559 -0.720 -0.218 0.218
O 0.613 -1.508 0.548 -0.146 0.447 -0.057
C -3.638 -1.178 0.236 0.024 -0.878 2.685
C 1.853 0.087 -2.565 0.650 -0.547 1.534
C -0.536 -2.821 -2.445 -0.187 1.098 0.674
C 4.247 -0.661 1.443 -0.510 -0.381 -0.263
C 1.791 3.239 0.752 1.217 2.520 -0.297
C -3.638 2.106 -1.534 0.952 -1.155 0.618
C -0.960 1.162 1.666 0.131 1.657 0.935
C 0.978 -1.844 1.903 -1.752 0.563 0.138
H 1.437 -0.189 -0.586 -0.455 -0.998 0.444
H 2.365 -0.853 -2.852 -0.009 0.548 0.121
H 1.763 -2.572 1.906 0.332 -0.437 -0.229
H 0.799 2.971 0.367 0.330 -0.438 0.268
H -4.077 -0.437 0.953 0.159 -0.276 -1.295
H -2.839 1.982 0.221 1.331 -0.411 0.308
H -2.564 -2.461 1.169 0.760 0.831 -0.119
H 2.308 0.955 -3.019 0.057 -0.012 -0.480
H -4.634 2.161 -1.795 -2.127 0.118 -1.050
H -4.155 -2.125 0.340 -1.209 0.302 -0.627
H 3.776 -1.143 0.541 0.264 0.675 0.700
H 2.026 4.267 0.297 -0.371 -1.269 0.215
H -0.314 -1.175 0.504 0.704 -0.432 0.399
H -3.098 2.847 -2.091 0.519 0.959 0.231
H 1.295 -0.991 2.498 0.204 0.183 -0.324
H 5.178 -0.151 1.148 -0.451 0.239 0.050
H 4.527 -1.440 2.116 0.468 -0.867 0.225
H 0.124 1.262 1.910 -0.731 -0.108 -0.318
H -0.879 -1.795 -2.802 0.682 -1.049 0.336
H 1.827 3.471 1.819 -0.711 -0.312 0.024
H -1.326 0.267 2.149 -0.225 -0.157 -0.026
H -3.243 1.152 -1.895 0.005 -0.219 0.160
H -0.497 1.536 -0.184 0.241 0.098 -0.270
H -1.498 2.084 2.113 0.759 -1.396 -0.651
H 2.806 1.867 -0.300 -0.278 0.362 0.862
H 0.824 -0.025 -2.859 -0.522 0.220 -0.020
H -3.524 -0.915 -0.782 -0.058 0.704 -0.805
H -0.578 -3.500 -3.268 0.707 -0.213 -0.765
H -1.731 -2.670 -0.955 -0.090 0.224 0.613
H 3.192 0.935 1.794 -0.158 0.452 -0.273
H 0.435 -2.783 -1.893 -0.370 0.189 -0.974
H 0.075 -2.229 2.402 0.367 -0.311 -0.066
```
Forces are in eV/Å.

***

Number 1 is which compound? C8H32O8

***

What did the first record say?
Computed, not measured: a 8-piece molecular cluster, C8H32O8 overall at a distorted geometry, with ωB97M-V/def2-TZVPD.

## Properties
E_LUMO = 0.020 Ha
orbital gap = 10.328 eV
spin multiplicity = 1
strongest force on any atom = 2.8 eV Å⁻¹
DFT total energy = -925.756884 Eh
energy above the lowest of the compared OMol25 structures with the same formula, charge and spin = 3.671 eV
structure (SMILES) = CO.CO.CO.CO.CO.CO.CO.CO
charge = 0

```
48
Properties=species:S:1:pos:R:3:forces:R:3
O 2.010 0.341 -1.134 0.352 0.780 -1.571
O -3.689 2.181 -0.126 -0.927 0.777 -0.413
O -1.204 1.068 0.259 0.135 -0.221 0.449
O 2.880 2.370 0.551 -0.176 -0.839 -0.974
O 3.342 0.099 2.243 0.480 0.007 -0.451
O -2.362 -1.579 0.796 0.350 -0.808 0.112
O -1.483 -3.365 -1.559 -0.720 -0.218 0.218
O 0.613 -1.508 0.548 -0.146 0.447 -0.057
C -3.638 -1.178 0.236 0.024 -0.878 2.685
C 1.853 0.087 -2.565 0.650 -0.547 1.534
C -0.536 -2.821 -2.445 -0.187 1.098 0.674
C 4.247 -0.661 1.443 -0.510 -0.381 -0.263
C 1.791 3.239 0.752 1.217 2.520 -0.297
C -3.638 2.106 -1.534 0.952 -1.155 0.618
C -0.960 1.162 1.666 0.131 1.657 0.935
C 0.978 -1.844 1.903 -1.752 0.563 0.138
H 1.437 -0.189 -0.586 -0.455 -0.998 0.444
H 2.365 -0.853 -2.852 -0.009 0.548 0.121
H 1.763 -2.572 1.906 0.332 -0.437 -0.229
H 0.799 2.971 0.367 0.330 -0.438 0.268
H -4.077 -0.437 0.953 0.159 -0.276 -1.295
H -2.839 1.982 0.221 1.331 -0.411 0.308
H -2.564 -2.461 1.169 0.760 0.831 -0.119
H 2.308 0.955 -3.019 0.057 -0.012 -0.480
H -4.634 2.161 -1.795 -2.127 0.118 -1.050
H -4.155 -2.125 0.340 -1.209 0.302 -0.627
H 3.776 -1.143 0.541 0.264 0.675 0.700
H 2.026 4.267 0.297 -0.371 -1.269 0.215
H -0.314 -1.175 0.504 0.704 -0.432 0.399
H -3.098 2.847 -2.091 0.519 0.959 0.231
H 1.295 -0.991 2.498 0.204 0.183 -0.324
H 5.178 -0.151 1.148 -0.451 0.239 0.050
H 4.527 -1.440 2.116 0.468 -0.867 0.225
H 0.124 1.262 1.910 -0.731 -0.108 -0.318
H -0.879 -1.795 -2.802 0.682 -1.049 0.336
H 1.827 3.471 1.819 -0.711 -0.312 0.024
H -1.326 0.267 2.149 -0.225 -0.157 -0.026
H -3.243 1.152 -1.895 0.005 -0.219 0.160
H -0.497 1.536 -0.184 0.241 0.098 -0.270
H -1.498 2.084 2.113 0.759 -1.396 -0.651
H 2.806 1.867 -0.300 -0.278 0.362 0.862
H 0.824 -0.025 -2.859 -0.522 0.220 -0.020
H -3.524 -0.915 -0.782 -0.058 0.704 -0.805
H -0.578 -3.500 -3.268 0.707 -0.213 -0.765
H -1.731 -2.670 -0.955 -0.090 0.224 0.613
H 3.192 0.935 1.794 -0.158 0.452 -0.273
H 0.435 -2.783 -1.893 -0.370 0.189 -0.974
H 0.075 -2.229 2.402 0.367 -0.311 -0.066
```
Forces are in eV/Å.